No. 1
{"formula": "C21H31N5O2S", "method": "ωB97M-V with the def2-TZVPD basis set", "elements": ["C", "C", "C", "C", "C", "C", "C", "C", "C", "O", "N", "C", "C", "O", "N", "C", "C", "C", "N", "C", "C", "C", "C", "N", "C", "C", "C", "N", "S", "H", "H", "H", "H", "H", "H", "H", "H", "H", "H", "H", "H", "H", "H", "H", "H", "H", "H", "H", "H", "H", "H", "H", "H", "H", "H", "H", "H", "H", "H", "H"], "positions_angstrom": [[4.0271, -6.2082, -1.1029], [3.7026, -4.9214, -1.8651], [3.0223, -3.9306, -0.9852], [1.7022, -3.6013, -0.9754], [1.4094, -2.6487, 0.0275], [2.5358, -2.2762, 0.7779], [2.1531, -1.3552, 1.7579], [0.7939, -1.1794, 1.5897], [-0.1361, -0.3838, 2.3498], [0.1768, 0.3206, 3.3048], [-1.4403, -0.4830, 1.9242], [-2.5187, 0.1651, 2.6472], [-2.6406, 1.6858, 2.4032], [-3.6279, 2.1697, 1.8890], [-1.5955, 2.3807, 2.8674], [-1.4540, 3.8130, 2.7338], [-0.5693, 4.1963, 1.5413], [-1.3278, 4.1530, 0.1902], [-0.7245, 3.3636, -0.8612], [-0.8878, 1.9325, -0.6858], [-2.2891, 1.4850, -1.0917], [0.6168, 3.7742, -1.2329], [0.8479, 3.5888, -2.7315], [-1.8323, -1.2391, 0.8805], [-1.0031, -1.9384, 0.2054], [-1.5070, -2.7317, -0.9566], [-1.0990, -2.0984, -2.2893], [0.3381, -1.9644, 0.5247], [3.9555, -3.0915, 0.2375], [4.6857, -5.9932, -0.2648], [4.5204, -6.9199, -1.7597], [3.1159, -6.6616, -0.7193], [4.6305, -4.4916, -2.2497], [3.0526, -5.1491, -2.7125], [0.9971, -4.0329, -1.6608], [2.7598, -0.8776, 2.4987], [-3.4466, -0.3034, 2.3188], [-2.3636, 0.0016, 3.7184], [-0.8053, 1.8604, 3.2440], [-1.0130, 4.1900, 3.6610], [-2.4528, 4.2397, 2.6152], [-0.1707, 5.1972, 1.7112], [0.2798, 3.5097, 1.5101], [-1.4406, 5.1706, -0.1948], [-2.3291, 3.7567, 0.3570], [-0.6862, 1.6251, 0.3549], [-0.1567, 1.4236, -1.3196], [-3.0457, 1.9566, -0.4724], [-2.4745, 1.7530, -2.1284], [-2.3898, 0.4096, -0.9695], [0.7220, 4.8347, -0.9939], [1.3949, 3.2273, -0.6730], [0.7928, 2.5398, -3.0107], [0.0877, 4.1303, -3.2872], [1.8285, 3.9684, -3.0083], [-2.5937, -2.7664, -0.8857], [-1.1196, -3.7502, -0.8875], [-1.5667, -1.1244, -2.4016], [-0.0210, -1.9694, -2.3514], [-1.4207, -2.7312, -3.1126]], "mulliken_charge": [-1.068, -0.753, 0.364, -1.001, 0.666, -0.097, -0.958, 0.520, 0.407, -0.838, 0.983, -1.090, 0.664, -0.657, 0.067, -1.182, -0.342, -1.288, 0.310, -0.065, -1.437, -0.432, -1.352, -1.003, 0.855, -1.146, -1.106, 0.188, -0.288, 0.349, 0.362, 0.304, 0.334, 0.324, 0.294, 0.553, 0.357, 0.407, 0.269, 0.411, 0.408, 0.442, 0.318, 0.522, 0.564, -0.204, 0.593, 0.267, 0.395, 0.175, 0.457, 0.265, 0.291, 0.323, 0.435, 0.359, 0.501, 0.307, 0.338, 0.354], "homo_ev": -7.94, "total_charge": 0, "gap_ev": 8.261}

***

No. 2
{"formula": "C4H6CeO2", "method": "ωB97M-V with the def2-TZVPD basis set", "elements": ["O", "C", "H", "H", "C", "C", "C", "O", "Ce", "H", "H", "H", "H"], "positions_angstrom": [[-2.4219, 1.2326, -0.6390], [-2.7769, 0.5796, 0.3653], [0.0068, 1.1544, 0.2433], [-3.6524, 1.1069, 0.8532], [1.1955, 1.0136, 0.3638], [1.7030, -0.1263, -0.1334], [0.8382, -1.2240, -0.7095], [-0.0045, -1.8371, 0.2243], [-1.1349, -0.7898, 1.7344], [2.7704, -0.1795, -0.3813], [1.8597, 1.8022, 0.7276], [1.4754, -1.9732, -1.2118], [0.1415, -0.7596, -1.4368]], "lowdin_spin": [-0.005, -0.011, 0.000, -0.002, 0.000, -0.001, -0.001, -0.015, 1.037, 0.000, 0.000, 0.000, 0.000], "multiplicity": 2, "homo_ev": [-11.86, -11.86], "total_charge": 1, "s2": 0.75, "gap_ev": [6.619, 6.652]}

***

No. 3
{"formula": "C32H85N5O11", "method": "ωB97M-V with the def2-TZVPD basis set", "elements": ["C", "O", "C", "C", "C", "N", "H", "H", "H", "H", "H", "H", "H", "H", "H", "H", "H", "C", "O", "C", "C", "C", "N", "H", "H", "H", "H", "H", "H", "H", "H", "H", "H", "H", "C", "O", "C", "C", "N", "C", "C", "O", "C", "H", "H", "H", "H", "H", "H", "H", "H", "H", "H", "H", "H", "H", "H", "H", "C", "O", "C", "C", "N", "C", "C", "O", "C", "H", "H", "H", "H", "H", "H", "H", "H", "H", "H", "H", "H", "H", "H", "H", "C", "O", "C", "C", "N", "C", "C", "O", "C", "H", "H", "H", "H", "H", "H", "H", "H", "H", "H", "H", "H", "H", "H", "H", "C", "C", "O", "H", "H", "H", "H", "H", "H", "C", "C", "O", "H", "H", "H", "H", "H", "H", "C", "C", "O", "H", "H", "H", "H", "H", "H"], "positions_angstrom": [[-2.4543, -1.5442, -0.5425], [-1.9425, -2.6835, -1.2173], [-2.1391, -3.8401, -0.4519], [-1.7255, -5.0440, -1.2143], [-2.4829, -5.0861, -2.5405], [-2.0133, -6.2276, -0.4003], [-2.2166, -0.6591, -1.1312], [-1.9846, -1.4675, 0.4487], [-3.5466, -1.5672, -0.4424], [-1.6491, -3.7457, 0.5243], [-3.2187, -3.9147, -0.2184], [-0.6581, -5.0279, -1.4416], [-2.3574, -4.1438, -3.0955], [-3.5632, -5.1042, -2.3802], [-2.1042, -5.8574, -3.2086], [-3.0011, -6.3470, -0.2281], [-1.6598, -7.0534, -0.8619], [2.3124, -4.3173, -4.2800], [1.8017, -3.0090, -4.3164], [0.4511, -2.9476, -3.8689], [-0.2013, -1.6773, -4.3713], [0.4474, -0.4447, -3.7653], [-1.6295, -1.6380, -4.0739], [2.1881, -4.7502, -3.2752], [3.3903, -4.2308, -4.4181], [1.8465, -4.9330, -5.0498], [-0.1078, -3.8454, -4.1792], [0.4519, -2.9464, -2.7672], [-0.0551, -1.5834, -5.4509], [0.2275, -0.2940, -2.7030], [0.0764, 0.4370, -4.2958], [1.5307, -0.4700, -3.9065], [-1.7782, -1.7816, -3.0661], [-2.1270, -2.4168, -4.4994], [-5.0930, -1.8963, -5.7720], [-4.7476, -2.0418, -4.4036], [-5.3768, -1.1307, -3.5223], [-4.9190, 0.3147, -3.6456], [-3.5728, 0.4923, -3.0689], [-3.0546, 1.8219, -3.2264], [-3.6837, 2.7903, -2.2654], [-4.8627, 3.3375, -2.8645], [-5.5616, 4.1429, -1.9930], [-4.5050, -2.6214, -6.3261], [-4.9174, -0.8845, -6.1524], [-6.1657, -2.1062, -5.9338], [-5.1629, -1.5209, -2.5257], [-6.4713, -1.1748, -3.6609], [-5.6014, 0.9435, -3.0730], [-4.9502, 0.6081, -4.7077], [-2.9280, -0.1457, -3.5616], [-3.2687, 2.2539, -4.2204], [-1.9843, 1.8303, -3.0263], [-3.0082, 3.5899, -1.9272], [-3.9790, 2.2477, -1.3492], [-6.4987, 4.4687, -2.4532], [-5.0042, 5.0525, -1.7138], [-5.8631, 3.6338, -1.0591], [3.7593, 3.1131, 3.3601], [3.2937, 1.9854, 2.6567], [4.2446, 1.4174, 1.7931], [3.5227, 0.8364, 0.6120], [3.4150, 1.8768, -0.4014], [2.6645, 1.5797, -1.6052], [2.3915, 2.8900, -2.3254], [1.6374, 3.7269, -1.4864], [1.1681, 4.8898, -2.1440], [2.9103, 3.5997, 3.8363], [4.2362, 3.8611, 2.7071], [4.5045, 2.8275, 4.1199], [4.8607, 0.6744, 2.3103], [4.9240, 2.2047, 1.4356], [2.5438, 0.5000, 1.0028], [4.0590, -0.0254, 0.2070], [3.0614, 2.7222, 0.0319], [1.7104, 1.0615, -1.3578], [3.1651, 0.8617, -2.2648], [1.9235, 2.7238, -3.3010], [3.3858, 3.3398, -2.4725], [0.7968, 5.5239, -1.3400], [0.4099, 4.6344, -2.8839], [1.9836, 5.4677, -2.5936], [1.7740, -3.3143, 1.1879], [2.3361, -3.2261, 2.4605], [1.3199, -3.0175, 3.4183], [1.8627, -3.2335, 4.7714], [2.2461, -1.9976, 5.4897], [3.4622, -1.3406, 5.0068], [4.6954, -2.1828, 4.9521], [4.9919, -2.5990, 6.2737], [6.2129, -3.2721, 6.3505], [1.0922, -4.1701, 1.1524], [2.5711, -3.4087, 0.4572], [1.2006, -2.4064, 0.9482], [0.4735, -3.6933, 3.2309], [0.8960, -1.9987, 3.3340], [2.7212, -3.9170, 4.6610], [1.1548, -3.7821, 5.3923], [2.4247, -2.2901, 6.4490], [3.6310, -0.4466, 5.6187], [3.2607, -0.8711, 4.0335], [5.5532, -1.6169, 4.5581], [4.5929, -3.0606, 4.2963], [6.4431, -3.4426, 7.4009], [7.0289, -2.6675, 5.9260], [6.1879, -4.2377, 5.8281], [-2.1367, 1.7377, 0.9214], [-0.7398, 1.8432, 0.3621], [-0.8064, 2.6715, -0.8007], [-2.8046, 1.1060, 0.3379], [-2.5475, 2.7535, 0.9870], [-2.2021, 1.4077, 1.9625], [-0.4020, 0.8566, 0.0184], [-0.1132, 2.2972, 1.1371], [0.1052, 2.9711, -1.0129], [-0.3919, 2.3033, 4.8063], [0.6188, 1.2306, 4.4895], [0.2555, 0.0551, 5.2090], [-1.4052, 1.9082, 4.8711], [-0.3641, 3.0603, 4.0148], [-0.1669, 2.7883, 5.7559], [1.6013, 1.6011, 4.8193], [0.6911, 1.0403, 3.4096], [0.9803, -0.6365, 5.2454], [0.3642, 5.6231, 1.8701], [0.1508, 7.1006, 2.0265], [0.6919, 7.5451, 3.2831], [0.0888, 5.0816, 2.7772], [1.4080, 5.3394, 1.6993], [-0.2260, 5.2203, 1.0409], [-0.9326, 7.2870, 2.0196], [0.5384, 7.6434, 1.1543], [0.1120, 8.2206, 3.6422]], "mulliken_charge": [-0.655, -0.020, -0.958, 0.998, -1.273, -0.727, -0.260, 0.474, 0.386, 0.188, 0.379, 0.049, 0.015, 0.330, 0.386, 0.272, 0.281, -0.748, -0.391, -0.134, 0.066, -1.415, -0.101, 0.272, 0.301, 0.290, 0.478, 0.058, 0.405, 0.085, 0.344, 0.519, -0.376, 0.237, -0.835, -0.159, -0.721, -0.464, 0.422, -0.394, -0.720, -0.373, -0.770, 0.241, 0.316, 0.340, 0.153, 0.416, 0.353, 0.286, -0.136, 0.475, 0.063, 0.474, 0.277, 0.283, 0.303, 0.293, -0.964, 0.107, -1.113, -0.214, -0.345, 0.145, -0.874, -0.247, -0.774, 0.248, 0.371, 0.300, 0.414, 0.561, -0.015, 0.398, 0.312, -0.373, 0.388, 0.500, 0.352, 0.126, 0.277, 0.349, -0.770, -0.390, -0.070, -1.193, -0.437, -0.301, -0.689, -0.331, -0.758, 0.436, 0.327, 0.194, 0.490, 0.188, 0.306, 0.505, 0.294, 0.521, 0.011, 0.504, 0.300, 0.257, 0.304, 0.294, -1.376, 0.915, -0.304, -0.002, 0.489, 0.270, -0.273, 0.285, 0.209, -1.180, 0.897, -0.696, 0.378, 0.027, 0.410, -0.007, -0.153, 0.327, -0.318, -0.524, -0.528, 0.209, 0.204, 0.043, 0.334, 0.255, 0.310], "homo_ev": -8.31, "total_charge": 0, "gap_ev": 9.017}

***

Result set for relative energy (zero: lowest compared OMol25 entry of this formula, charge and spin): 10.04, 0.00, 0.00 kJ/mol, one per record in the order listed.
Result set for DFT total energy: -44661.3901, -21258.5711, -64530.2777 eV, one per record in the order listed.